The following is a quantum chemistry calculation of a structure of composition C27H25AsAuN2O10P2 in a non-equilibrium geometry, from OMol25.

```
68
Properties=species:S:1:pos:R:3
Au 0.275 -0.783 -0.691
N 0.165 -0.448 -5.462
C 0.523 -0.525 -4.021
C 1.975 -0.897 -3.875
P -0.535 -1.898 -3.372
O -1.917 -1.104 -3.026
O -0.762 -2.792 -4.526
O 0.030 -2.454 -2.086
P 0.149 1.147 -3.287
O -1.258 1.444 -4.025
O 1.162 2.112 -3.713
O -0.148 1.002 -1.802
H -0.300 -1.368 -5.677
H 0.991 -0.304 -6.053
H -0.481 0.348 -5.581
H 2.182 -1.849 -4.365
H 2.215 -1.016 -2.821
H 2.616 -0.111 -4.276
H -2.638 -1.720 -3.178
H -1.999 1.121 -3.509
O 4.056 0.738 -1.813
C 3.168 0.826 -1.005
O 2.563 0.017 -0.289
C 2.631 2.319 -0.809
C 3.178 3.384 -1.501
C 2.603 4.641 -1.342
C 1.476 4.819 -0.560
C 0.943 3.723 0.114
C 1.547 2.478 0.013
N -0.273 3.815 0.872
O -0.868 4.860 0.896
O -0.662 2.798 1.447
H 4.024 3.234 -2.152
H 3.031 5.487 -1.858
H 1.003 5.786 -0.463
H 1.144 1.630 0.554
C 0.277 0.425 6.310
C -0.369 1.424 5.598
C -0.464 1.344 4.218
C 0.083 0.249 3.559
C 0.756 -0.743 4.261
C 0.842 -0.650 5.642
As -0.271 0.041 1.636
C -2.129 -0.440 1.582
C -3.211 0.405 1.740
C -4.496 -0.111 1.629
C -4.679 -1.459 1.358
C -3.595 -2.307 1.198
C -2.298 -1.811 1.293
C -1.069 -2.587 1.149
C -0.959 -3.953 0.925
C 0.293 -4.547 0.842
C 1.458 -3.807 1.002
C 1.382 -2.445 1.231
C 0.124 -1.825 1.298
H 0.340 0.483 7.387
H -0.795 2.269 6.117
H -0.965 2.117 3.646
H 1.196 -1.591 3.745
H 1.354 -1.423 6.196
H -3.050 1.457 1.940
H -5.351 0.538 1.750
H -5.680 -1.854 1.271
H -3.763 -3.355 1.001
H -1.840 -4.564 0.807
H 0.364 -5.605 0.643
H 2.422 -4.289 0.931
H 2.281 -1.848 1.340
```

Computed properties:
**Electronic energy**: -134961.8028 eV
**Lowest unoccupied orbital energy (spin up / spin down)**: -6.9547 / -6.8526 eV
**Charge**: +1
**HOMO-LUMO gap (spin up / spin down)**: 3.960 / 4.065 eV
**ΔE to the lowest compared entry with this formula, charge and spin**: 306.78 kJ/mol
**Largest force on an atom**: 4.31 eV Å⁻¹

The following is a quantum chemistry calculation of a structure of composition C11H8Cl5I2N2Ni, from OMol25.

```
29
Properties=species:S:1:pos:R:3
Ni -0.079 0.053 0.149
I -2.850 0.447 0.845
C -2.183 0.218 2.842
I -0.065 0.267 2.938
H -2.521 -0.742 3.213
H -2.574 1.039 3.430
Cl 2.448 -0.419 -0.113
C 1.622 -1.996 -0.035
C 0.252 -1.888 0.099
C -0.421 -3.100 0.203
Cl -2.144 -3.098 0.413
C 0.244 -4.326 0.156
Cl -0.624 -5.797 0.285
C 1.636 -4.359 0.004
Cl 2.466 -5.853 -0.063
C 2.357 -3.167 -0.090
Cl 4.057 -3.153 -0.264
C -1.478 2.201 -2.254
C -0.422 2.672 -1.320
N 0.165 1.974 -0.361
C 1.086 2.809 0.245
C 1.048 4.020 -0.356
N 0.096 3.912 -1.343
H -1.355 1.140 -2.468
H -1.418 2.737 -3.200
H -2.473 2.365 -1.836
H 1.703 2.482 1.063
H 1.599 4.928 -0.187
H -0.171 4.634 -1.993
```

Computed properties:
**Electronic energy**: -134367.5738 eV
**Lowest unoccupied orbital energy (spin up / spin down)**: -3.8421 / -4.5906 eV
**Multiplicity**: 3
**Charge**: +1
**HOMO-LUMO gap (spin up / spin down)**: 7.778 / 7.031 eV
**ΔE to the lowest compared entry with this formula, charge and spin**: 7.16 kJ/mol
**<S²>**: 2.01
**Largest force on an atom**: 0.38 eV Å⁻¹